[1]
Below is a cluster of 2 separate species, C16H33O2S in total, with properties calculated with ωB97M-V/def2-TZVPD.

Atoms and positions in Å:
C (-1.49, 1.63, 1.48)
C (-2.04, 2.22, 0.18)
C (-3.54, 1.93, 0.00)
C (-3.91, 1.14, -1.27)
C (-3.81, -0.38, -1.10)
C (-2.38, -0.93, -1.21)
C (-2.13, -1.75, -2.47)
C (-0.72, -2.36, -2.51)
C (0.29, -1.47, -3.24)
C (1.73, -1.70, -2.79)
C (2.32, -3.04, -3.26)
C (3.71, -2.91, -3.87)
H (-0.54, 2.12, 1.73)
H (-2.18, 1.92, 2.29)
H (-1.89, 3.32, 0.08)
H (-1.51, 1.80, -0.68)
H (-3.86, 1.33, 0.87)
H (-4.12, 2.85, 0.03)
H (-3.21, 1.44, -2.07)
H (-4.91, 1.41, -1.63)
H (-4.45, -0.88, -1.84)
H (-4.21, -0.64, -0.11)
H (-2.14, -1.54, -0.33)
H (-1.68, -0.10, -1.17)
H (-2.27, -1.10, -3.35)
H (-2.90, -2.53, -2.55)
H (-0.37, -2.51, -1.48)
H (-0.76, -3.35, -2.97)
H (0.02, -0.42, -3.10)
H (0.23, -1.67, -4.32)
H (2.36, -0.88, -3.16)
H (1.76, -1.64, -1.70)
H (1.64, -3.50, -3.99)
H (2.38, -3.74, -2.41)
H (4.38, -2.36, -3.20)
H (3.67, -2.35, -4.81)
H (4.17, -3.88, -4.07)
C (2.15, 1.28, 5.52)
C (2.14, 0.32, 4.32)
C (1.62, 1.10, 3.11)
S (2.09, 2.81, 3.40)
O (0.92, 3.63, 3.56)
O (3.13, 3.22, 2.48)
C (2.81, 2.57, 5.03)
H (2.68, 0.86, 6.38)
H (1.12, 1.49, 5.83)
H (3.15, -0.03, 4.14)
H (1.51, -0.55, 4.51)
H (2.06, 0.80, 2.17)
H (0.53, 1.09, 3.00)
H (2.58, 3.44, 5.63)
H (3.88, 2.46, 4.91)

Summary:
Total charge   -1
Spin multiplicity   1
DFT total energy   -1178.0184 a.u.
Highest occupied orbital energy   -1.25 eV
LUMO energy   2.84 eV


[2]
Below is a cluster of 11 separate species, CH24O10S2 in total at a distorted geometry, with properties calculated with ωB97M-V/def2-TZVPD.

Atoms and positions in Å:
C (-2.97, 1.13, -0.32)
S (-3.93, 0.22, -1.62)
S (-3.02, -0.95, -2.66)
H (-3.67, 1.91, 0.06)
H (-2.17, 1.82, -0.92)
H (-2.50, 0.43, 0.47)
H (-2.93, -2.05, -1.84)
H (2.09, 2.29, 1.22)
H (0.73, 2.49, 0.43)
O (1.55, 2.91, 0.67)
H (2.86, 1.10, 2.73)
H (1.96, 0.43, 1.45)
O (2.72, 0.99, 1.80)
H (1.22, -4.25, -0.45)
H (0.68, -2.71, -0.47)
O (1.53, -3.25, -0.27)
H (-2.54, -1.14, 3.00)
H (-1.27, -0.57, 2.30)
O (-1.88, -1.31, 2.42)
H (-1.07, -3.43, 0.15)
H (-1.88, -2.81, 1.15)
O (-1.37, -3.53, 1.10)
H (2.61, 1.91, -1.77)
H (2.30, 2.88, -0.93)
O (2.53, 2.84, -1.75)
H (2.00, -1.56, 0.62)
H (1.07, -0.62, -0.11)
O (1.39, -0.77, 0.83)
H (0.37, 0.37, 1.81)
H (-0.28, 0.81, 3.19)
O (-0.33, 0.86, 2.29)
H (0.39, 1.94, -3.56)
H (1.22, 1.90, -2.29)
O (0.93, 1.43, -3.01)
H (0.94, -1.22, -2.01)
H (0.37, 0.22, -2.14)
O (0.35, -0.68, -1.55)

Summary:
Structure (SMILES)   CSS.O.O.O.O.O.O.O.O.O.O
Spin multiplicity   1
DFT total energy   -1601.1166 a.u.
Highest occupied orbital energy   -8.76 eV
LUMO energy   -0.06 eV


[3]
Below is a structure of composition C36H55BrN6O5SSiV at a distorted geometry, with properties calculated with ωB97M-V/def2-TZVPD.

Atoms and positions in Å:
V (1.68, -0.50, 0.24)
Br (-0.01, -4.22, -5.24)
C (0.60, -3.85, -3.46)
C (0.27, -4.75, -2.46)
C (0.72, -4.51, -1.16)
C (1.49, -3.38, -0.85)
O (1.95, -3.12, 0.34)
C (1.80, -2.48, -1.92)
C (2.70, -1.40, -1.52)
N (2.98, -0.30, -2.24)
C (3.94, 0.50, -1.73)
C (4.62, 1.40, -2.57)
C (5.74, 2.09, -2.14)
C (6.26, 1.89, -0.86)
C (5.56, 1.08, 0.06)
C (6.04, 0.81, 1.36)
C (5.28, 0.02, 2.21)
C (4.02, -0.39, 1.82)
N (3.51, -0.13, 0.60)
C (4.33, 0.47, -0.33)
C (1.36, -2.73, -3.21)
H (-0.32, -5.63, -2.68)
H (0.46, -5.21, -0.37)
H (3.49, -1.81, -0.89)
H (4.27, 1.51, -3.59)
H (6.26, 2.76, -2.82)
H (7.19, 2.35, -0.56)
H (7.00, 1.22, 1.67)
H (5.65, -0.25, 3.19)
H (3.38, -0.94, 2.49)
H (1.64, -2.05, -4.01)
C (-3.53, -4.39, -2.38)
C (-3.91, -3.29, -1.39)
C (-5.43, -3.08, -1.38)
C (-3.44, -3.71, 0.01)
O (-3.31, -2.09, -1.87)
Si (-2.73, -0.75, -1.08)
S (-1.00, -1.10, -0.04)
O (-3.97, -0.32, -0.04)
C (-4.30, 0.95, 0.49)
C (-5.28, 1.65, -0.47)
C (-5.00, 0.69, 1.82)
C (-3.08, 1.84, 0.72)
O (-2.82, 0.46, -2.21)
C (-2.28, 0.57, -3.52)
C (-0.84, 0.07, -3.56)
C (-3.14, -0.24, -4.51)
C (-2.33, 2.05, -3.89)
H (-4.01, -5.33, -2.11)
H (-2.44, -4.52, -2.36)
H (-3.82, -4.11, -3.39)
H (-5.94, -3.98, -1.04)
H (-5.77, -2.82, -2.38)
H (-5.65, -2.25, -0.71)
H (-3.90, -4.65, 0.29)
H (-3.70, -2.93, 0.73)
H (-2.35, -3.81, 0.01)
H (-6.17, 1.02, -0.61)
H (-4.79, 1.78, -1.43)
H (-5.59, 2.62, -0.08)
H (-5.84, 0.01, 1.68)
H (-5.37, 1.63, 2.25)
H (-4.30, 0.23, 2.52)
H (-2.62, 2.10, -0.24)
H (-2.33, 1.30, 1.30)
H (-3.36, 2.75, 1.25)
H (-0.82, -0.99, -3.29)
H (-0.22, 0.60, -2.83)
H (-0.42, 0.18, -4.56)
H (-3.16, -1.28, -4.19)
H (-2.72, -0.18, -5.51)
H (-4.16, 0.16, -4.51)
H (-1.67, 2.63, -3.24)
H (-3.36, 2.42, -3.77)
H (-2.03, 2.19, -4.93)
C (1.29, 1.25, -0.18)
H (0.26, 1.60, -0.25)
H (1.99, 2.06, -0.42)
N (0.21, -2.85, 2.65)
C (0.14, -1.50, 2.77)
N (-1.01, -1.01, 3.37)
O (1.08, -0.72, 2.53)
H (-0.68, -3.32, 2.62)
H (0.87, -3.18, 1.91)
H (-1.85, -1.49, 3.07)
H (-1.09, -0.02, 3.18)
C (2.62, 1.83, 4.09)
C (2.72, 2.92, 5.19)
N (2.53, 4.25, 4.58)
C (3.52, 4.42, 3.51)
C (3.30, 3.35, 2.40)
N (2.25, 2.44, 2.82)
C (1.00, 3.15, 2.97)
C (1.18, 4.31, 4.00)
H (1.87, 1.06, 4.33)
H (3.58, 1.33, 3.95)
H (3.69, 2.92, 5.68)
H (1.95, 2.80, 5.96)
H (4.51, 4.33, 3.96)
H (3.41, 5.44, 3.13)
H (4.20, 2.77, 2.21)
H (2.99, 3.80, 1.45)
H (0.24, 2.44, 3.29)
H (0.71, 3.54, 1.99)
H (0.46, 4.25, 4.82)
H (1.07, 5.29, 3.52)

Summary:
<S²>   4.138
Total charge   -2
Spin multiplicity   4
DFT total energy   -6315.4093 a.u.
Highest occupied orbital energy (alpha / beta)   0.16 / -1.34 eV
LUMO energy (alpha / beta)   4.19 / 4.19 eV


- The lowest DFT total energy belongs to which entry?
  C36H55BrN6O5SSiV